# 1
{
  "formula": "C31H47CuN3P2S2Te",
  "method": "wB97M-V/def2-TZVPD",
  "orbital_gap_ev": [7.1, 5.6],
  "multiplicity": 2,
  "total_charge": 0,
  "s2": 0.76,
  "elements": ["Te", "Cu", "S", "S", "P", "P", "N", "N", "N", "C", "C", "C", "C", "C", "C", "C", "C", "C", "C", "C", "C", "C", "C", "C", "C", "C", "C", "C", "C", "C", "C", "C", "C", "C", "C", "C", "C", "C", "C", "C", "H", "H", "H", "H", "H", "H", "H", "H", "H", "H", "H", "H", "H", "H", "H", "H", "H", "H", "H", "H", "H", "H", "H", "H", "H", "H", "H", "H", "H", "H", "H", "H", "H", "H", "H", "H", "H", "H", "H", "H", "H", "H", "H", "H", "H", "H", "H"],
  "positions_angstrom": [[-0.021, 1.424, -2.119], [0.585, -0.348, -0.213], [1.442, -0.583, -4.421], [-0.572, 2.580, 0.887], [-1.336, -1.668, -0.109], [2.802, 0.196, 0.126], [-3.120, 3.010, 1.342], [0.430, -0.417, 1.777], [-2.217, 3.975, -0.614], [-0.855, -0.417, 2.278], [0.102, 0.392, -3.960], [3.948, 0.045, 4.053], [3.895, -1.260, -0.260], [1.609, -0.545, 3.936], [-1.261, 0.241, 3.456], [-0.620, -4.252, -0.997], [1.556, -0.256, 2.554], [-1.855, -1.064, 1.525], [-0.336, -3.750, 1.440], [0.777, -0.938, -5.963], [-1.199, -3.497, 0.201], [-3.153, -1.176, 2.013], [-3.402, 4.577, -1.194], [-2.860, -1.486, -1.153], [3.931, 0.283, 2.692], [3.944, 1.954, -1.749], [2.771, 0.117, 1.938], [-3.459, -0.079, -1.045], [2.774, -0.397, 4.660], [-3.521, -0.583, 3.210], [-2.537, -1.795, -2.623], [3.153, 2.910, 0.431], [-2.070, 3.264, 0.513], [4.038, -1.510, -1.764], [-0.811, 0.432, -4.977], [-0.425, -0.323, -6.125], [-4.212, 3.903, 1.721], [3.291, -2.499, 0.406], [3.808, 1.702, -0.244], [-2.566, 0.161, 3.902], [3.117, 2.803, 1.515], [-0.543, 0.841, 3.997], [2.284, -2.682, 0.014], [-0.732, -3.245, 2.320], [0.686, -3.401, 1.283], [-5.000, 3.302, 2.171], [-2.406, -2.860, -2.803], [-3.891, -1.739, 1.450], [2.774, -0.637, 5.717], [4.403, -2.525, -1.935], [2.129, 3.039, 0.072], [-1.277, -4.226, -1.864], [4.743, -0.827, -2.234], [3.901, -3.378, 0.188], [-2.218, -3.842, 0.403], [-3.884, 4.647, 2.451], [-3.177, 4.821, -2.229], [-4.241, 3.881, -1.187], [-4.630, 4.420, 0.869], [-3.762, 0.172, -0.030], [3.078, -1.409, -2.274], [-2.822, 2.389, 2.081], [-0.298, -4.822, 1.649], [4.873, -1.052, 0.183], [-4.530, -0.681, 3.589], [0.345, -3.828, -1.290], [-1.366, 4.025, -1.151], [-1.627, -1.281, -2.938], [-4.337, -0.016, -1.693], [2.961, 1.995, -2.219], [4.855, 0.177, 4.627], [-1.735, 0.992, -4.904], [-1.024, -0.409, -7.022], [-3.689, 5.499, -0.686], [0.723, -0.914, 4.432], [4.796, 1.528, 0.190], [-2.735, 0.666, -1.376], [-0.462, -5.300, -0.734], [3.219, -2.392, 1.489], [4.527, 1.183, -2.248], [-2.846, 0.684, 4.810], [3.714, 3.817, 0.192], [4.847, 0.596, 2.199], [-3.351, -1.449, -3.263], [1.305, -1.580, -6.653], [-3.582, -2.219, -0.779], [4.440, 2.913, -1.915]],
  "lowdin_spin": [0.242, 0.393, 0.000, 0.008, 0.058, 0.066, 0.001, 0.074, 0.007, 0.006, 0.017, 0.004, 0.023, 0.004, 0.002, 0.002, 0.002, -0.001, 0.000, 0.008, 0.021, 0.000, 0.001, 0.006, 0.001, 0.000, 0.008, 0.000, -0.001, -0.001, 0.000, 0.000, 0.002, 0.001, 0.013, 0.000, 0.000, 0.003, 0.007, 0.000, 0.000, 0.000, 0.002, 0.000, 0.000, 0.000, 0.000, 0.000, 0.000, 0.000, 0.000, 0.000, 0.000, 0.000, 0.003, 0.000, 0.000, 0.000, 0.000, 0.000, 0.000, 0.000, 0.000, 0.003, 0.000, 0.001, 0.007, 0.000, 0.000, -0.001, 0.000, 0.002, 0.000, 0.000, 0.000, 0.002, 0.000, 0.000, 0.000, 0.000, 0.000, 0.000, 0.000, 0.000, 0.001, 0.002, 0.000]
}


# 2
{
  "formula": "C6H8N2",
  "method": "wB97M-V/def2-TZVPD",
  "relative_energy_kj_mol": 1119.4,
  "orbital_gap_ev": 8.3,
  "multiplicity": 1,
  "total_charge": 0,
  "elements": ["N", "N", "C", "C", "C", "C", "C", "C", "H", "H", "H", "H", "H", "H", "H", "H"],
  "positions_angstrom": [[-2.046, -0.082, -0.356], [-1.124, 0.265, -1.182], [0.242, 0.441, -0.928], [-0.411, -0.855, 0.900], [0.402, 0.247, 0.613], [-1.758, -0.683, 0.792], [0.812, -0.837, 1.686], [0.957, 1.230, -2.079], [2.451, 1.315, -1.493], [-0.008, 0.926, 1.297], [-0.216, -1.973, 0.282], [-2.619, -1.302, 1.327], [1.704, -1.531, 1.650], [0.841, -0.452, 2.641], [0.275, 0.562, -3.025], [0.498, 2.728, -2.123]],
  "nbo_charge": [-0.240, -0.263, 0.182, -0.304, -0.324, 0.057, -0.331, -0.681, 0.242, 0.226, 0.230, 0.217, 0.234, 0.205, 0.307, 0.244]
}


Repeat the second record exactly.
{
  "formula": "C6H8N2",
  "method": "wB97M-V/def2-TZVPD",
  "relative_energy_kj_mol": 1119.4,
  "orbital_gap_ev": 8.3,
  "multiplicity": 1,
  "total_charge": 0,
  "elements": ["N", "N", "C", "C", "C", "C", "C", "C", "H", "H", "H", "H", "H", "H", "H", "H"],
  "positions_angstrom": [[-2.046, -0.082, -0.356], [-1.124, 0.265, -1.182], [0.242, 0.441, -0.928], [-0.411, -0.855, 0.900], [0.402, 0.247, 0.613], [-1.758, -0.683, 0.792], [0.812, -0.837, 1.686], [0.957, 1.230, -2.079], [2.451, 1.315, -1.493], [-0.008, 0.926, 1.297], [-0.216, -1.973, 0.282], [-2.619, -1.302, 1.327], [1.704, -1.531, 1.650], [0.841, -0.452, 2.641], [0.275, 0.562, -3.025], [0.498, 2.728, -2.123]],
  "nbo_charge": [-0.240, -0.263, 0.182, -0.304, -0.324, 0.057, -0.331, -0.681, 0.242, 0.226, 0.230, 0.217, 0.234, 0.205, 0.307, 0.244]
}